C30H35AsHfN4O4Si2 as an isolated structure at a distorted geometry, computed with wB97M-V/def2-TZVPD.

Computed properties:
* total energy: -4546.9278 hartree
* frontier orbital gap (alpha / beta): 0.1843 / 0.1863 Ha
* net charge: -2
* strongest force on any atom: 3.49 eV/A
* HOMO (alpha / beta): -0.533 / -0.534 eV
* LUMO level (alpha / beta): 4.483 / 4.536 eV

XYZ file:
```
77
Properties=species:S:1:pos:R:3:lowdin_charge:R:1
Hf 0.1035 -0.5582 -0.0009 1.244
O -4.2402 -2.5710 3.3415 0.087
C -3.1728 -2.8819 4.1143 -0.471
O -3.2896 -3.7738 4.9556 0.031
C -1.9024 -2.1845 3.8464 -0.080
C -0.7717 -2.4815 4.6298 -0.018
N 0.3039 -1.8695 4.0627 0.113
N -0.1469 -1.0945 2.9080 -0.021
C -1.5460 -1.1898 2.9199 -0.076
C -2.3303 -0.5023 1.9318 -0.526
O -3.5419 -0.3268 2.1811 0.011
O -1.7578 -0.1146 0.8124 -0.214
H -4.0765 -1.7225 2.8722 0.048
H -0.6488 -3.2187 5.4427 0.132
H 1.2794 -1.7722 4.2677 0.144
C -4.8900 -3.5928 -0.7088 -0.135
C -4.5519 -2.5732 -1.6016 -0.159
C -3.2885 -2.0346 -1.6340 -0.075
C -2.2937 -2.5537 -0.7851 -0.289
C -2.5830 -3.5222 0.2247 -0.066
C -3.9148 -3.9072 0.3241 -0.124
N -1.0033 -2.0672 -1.1424 -0.175
N 0.0328 -2.7579 -0.4877 -0.189
C 1.1955 -2.6395 -1.2661 -0.375
C 1.5865 -3.5860 -2.2729 -0.049
C 2.3730 -3.0602 -3.2909 -0.140
C 2.9545 -1.7628 -3.2635 -0.137
C 2.6651 -0.9400 -2.1904 -0.198
C 1.8079 -1.3434 -1.2185 -0.275
H -5.9161 -4.1596 -0.7203 0.099
H -5.3040 -2.0951 -2.2332 0.085
H -2.9914 -1.3088 -2.3871 0.081
H -1.7820 -4.1160 0.6814 0.094
H -4.1636 -4.4399 1.2758 0.095
H 1.0994 -4.5686 -2.2833 0.089
H 2.6576 -3.6420 -4.1637 0.071
H 3.5743 -1.4499 -4.1092 0.076
H 3.1457 0.0331 -2.0589 0.054
C 0.7518 -0.6816 1.9631 -0.288
C 2.1121 -0.1633 2.3339 -0.260
C 2.0737 0.7811 3.3719 -0.079
C 3.2433 1.3078 3.9559 -0.116
C 4.4349 0.8455 3.4653 -0.154
C 4.5296 0.0976 2.2882 -0.104
C 3.3755 -0.4653 1.7552 -0.041
H 1.1247 1.0679 3.8824 0.121
H 3.2153 2.0111 4.8220 0.103
H 5.3498 0.9950 4.0727 0.094
H 5.4638 -0.0058 1.8418 0.072
H 3.3708 -1.1921 0.9023 0.109
C 4.0673 2.5528 -1.1542 -0.229
Si 2.3025 2.9858 -1.8415 0.168
C 2.0464 2.5341 -3.6252 -0.253
C 2.3275 4.8421 -1.8181 -0.277
As 0.5478 2.1254 -0.4434 0.603
Si -1.7449 2.6591 -1.1698 0.240
C -3.0181 2.6656 0.2966 -0.216
C -2.3203 1.5165 -2.5985 -0.245
C -1.7792 4.4323 -1.8087 -0.291
H 4.4576 3.3967 -0.5634 0.012
H 4.8053 2.3748 -1.9960 0.037
H 4.0825 1.7059 -0.4678 -0.010
H 2.4198 1.5226 -3.9805 0.038
H 2.6634 3.3416 -4.1147 0.025
H 1.0323 2.6542 -3.9502 -0.001
H 3.3047 5.1508 -2.1829 0.011
H 2.1528 5.3959 -0.8966 0.020
H 1.6270 5.3543 -2.4877 0.015
H -2.9760 3.6423 0.8153 0.013
H -2.8199 1.8793 1.0309 -0.014
H -4.0733 2.6498 -0.0695 0.032
H -1.9185 0.4803 -2.4663 -0.004
H -1.9720 1.8536 -3.5865 0.010
H -3.4526 1.5561 -2.6010 0.035
H -1.7062 5.2736 -1.0660 0.024
H -2.7918 4.5834 -2.2877 0.022
H -0.9815 4.6224 -2.5951 0.017
```